1.
CH6NO4 | the ωB97M-V functional and the def2-TZVPD basis

The strongest force on any atom comes out at 2.48 eV Å⁻¹. The calculation puts the energy above the lowest of the compared OMol25 structures with the same formula, charge and spin at 1.273 eV. Its LUMO energy is 4.022 eV. For the HOMO energy, the calculation gives -5.1 eV. Its charge is -1.

Positions of all 12 atoms, in Å:
1 O -0.004 1.088 0.715
2 O 0.213 2.789 2.832
3 O -1.715 -2.065 -0.879
4 O -0.550 -0.223 -1.304
5 N 0.480 -2.197 -1.679
6 C -0.706 -1.480 -1.284
7 H 0.440 0.726 1.530
8 H -0.287 0.521 -0.299
9 H 0.495 3.616 2.332
10 H 1.059 -1.740 -2.396
11 H 0.273 2.140 2.110
12 H 0.302 -3.174 -1.677

The molecule's natural (NBO) atomic charges, reported in e, are given here: number 1, O, carries -1.1362; number 2, O, carries -0.9757; number 3, O, carries -0.7313; number 4, O, carries -0.8115; number 5, N, carries -0.9125; number 6, C, carries 0.8931; number 7, H, carries 0.4416; number 8, H, carries 0.5406; number 9, H, carries 0.4515; number 10, H, carries 0.3794; number 11, H, carries 0.4931; number 12, H, carries 0.3680

2.
C25H20N4O5ReS3 | the ωB97M-V functional and the def2-TZVPD basis

The strongest force on any atom comes out at 6.18 eV Å⁻¹. The expectation value of S² is 0.762. The spin multiplicity is 2. Its LUMO energy (spin up / spin down) is -2.174 / -1.716 eV. For the HOMO energy (spin up / spin down), the calculation gives -7.5 / -7.5 eV. Its charge is 0.

Positions of all 58 atoms, in Å:
1 Re -0.945 -0.116 -1.537
2 S -1.444 -4.444 0.131
3 S 1.441 -0.109 -1.242
4 S 2.743 -1.257 1.169
5 O -2.432 0.428 -5.317
6 O -1.431 1.861 -1.507
7 O -4.578 0.329 -3.576
8 O -3.124 -0.237 -1.961
9 O -1.147 -0.218 -3.581
10 N 0.261 -0.381 1.142
11 N -0.958 -2.280 -1.220
12 N -0.812 0.163 0.489
13 N -2.914 -2.205 0.100
14 C -0.033 -4.411 -0.898
15 C -4.576 3.158 0.784
16 C -2.169 0.131 -4.191
17 C 3.780 1.026 2.276
18 C 3.221 2.156 1.690
19 C 5.944 2.082 2.188
20 C 5.376 3.209 1.617
21 C -3.711 2.230 1.311
22 C -4.341 3.686 -0.486
23 C 5.151 0.994 2.508
24 C -2.603 1.750 0.595
25 C 1.948 -5.149 -1.963
26 C -1.358 0.955 2.696
27 C 0.041 -3.179 -1.565
28 C 0.911 -5.403 -1.088
29 C 1.064 -2.965 -2.482
30 C -2.394 2.249 -0.742
31 C 1.321 -0.556 0.432
32 C 2.930 -0.149 2.638
33 C 2.019 -3.947 -2.656
34 C -1.827 -2.817 -0.391
35 C -1.619 0.901 1.221
36 C -3.271 3.253 -1.222
37 C 4.014 3.243 1.369
38 C -3.509 0.090 -3.101
39 H 1.923 0.134 2.931
40 H 1.098 -2.036 -3.030
41 H 3.400 -0.760 3.405
42 H 5.598 0.112 2.945
43 H 2.843 -3.774 -3.328
44 H -1.193 -0.057 3.067
45 H 5.998 4.052 1.352
46 H -5.433 3.479 1.356
47 H -5.026 4.412 -0.901
48 H -3.928 1.831 2.289
49 H 3.570 4.122 0.927
50 H -3.297 -1.417 -0.418
51 H -0.438 1.514 2.877
52 H 0.841 -6.341 -0.561
53 H -2.157 1.434 3.247
54 H -3.087 3.627 -2.218
55 H 7.005 2.052 2.388
56 H 2.710 -5.899 -2.099
57 H 2.160 2.192 1.482
58 H -3.552 -2.752 0.652

The molecule's natural (NBO) atomic charges, reported in e, are given here: number 1, Re, carries 1.4022; number 2, S, carries 0.3914; number 3, S, carries 0.0614; number 4, S, carries 0.2747; number 5, O, carries -0.5699; number 6, O, carries -0.6202; number 7, O, carries -0.5913; number 8, O, carries -0.7841; number 9, O, carries -0.7231; number 10, N, carries -0.3778; number 11, N, carries -0.5808; number 12, N, carries -0.3506; number 13, N, carries -0.7814; number 14, C, carries -0.2317; number 15, C, carries -0.2591; number 16, C, carries 0.6932; number 17, C, carries 0.0479; number 18, C, carries -0.2445; number 19, C, carries -0.1989; number 20, C, carries -0.2160; number 21, C, carries -0.0951; number 22, C, carries -0.1396; number 23, C, carries -0.2376; number 24, C, carries -0.2439; number 25, C, carries -0.2046; number 26, C, carries -0.6767; number 27, C, carries 0.1978; number 28, C, carries -0.2106; number 29, C, carries -0.2267; number 30, C, carries 0.4084; number 31, C, carries -0.0963; number 32, C, carries -0.5390; number 33, C, carries -0.1845; number 34, C, carries 0.3468; number 35, C, carries 0.3965; number 36, C, carries -0.2588; number 37, C, carries -0.1863; number 38, C, carries 0.6740; number 39, H, carries 0.2412; number 40, H, carries 0.2432; number 41, H, carries 0.2339; number 42, H, carries 0.2088; number 43, H, carries 0.2242; number 44, H, carries 0.2529; number 45, H, carries 0.2157; number 46, H, carries 0.2196; number 47, H, carries 0.2248; number 48, H, carries 0.2025; number 49, H, carries 0.2152; number 50, H, carries 0.4538; number 51, H, carries 0.2508; number 52, H, carries 0.2253; number 53, H, carries 0.2290; number 54, H, carries 0.2406; number 55, H, carries 0.2150; number 56, H, carries 0.2214; number 57, H, carries 0.2085; number 58, H, carries 0.4084

3.
C5H13NO2 | the ωB97M-V functional and the def2-TZVPD basis

The strongest force on any atom comes out at 3.35 eV Å⁻¹. The calculation puts the energy above the lowest of the compared OMol25 structures with the same formula, charge and spin at 2.853 eV. Its LUMO energy is 0.820 eV. For the HOMO energy, the calculation gives -9.8 eV. Its charge is 0. The SMILES is CCC[C@@](C)(O)NO.

Positions of all 21 atoms, in Å:
1 O -2.952 0.335 -0.919
2 O -0.437 0.149 -1.436
3 N -2.204 -0.267 0.194
4 C 2.325 -0.545 -0.647
5 C 1.635 -0.716 0.691
6 C 0.021 -0.910 0.675
7 C -0.391 1.624 0.432
8 C -0.651 0.211 -0.066
9 H -0.275 -0.944 1.729
10 H 0.565 2.004 0.066
11 H 1.924 0.096 1.366
12 H 1.924 -1.226 -1.401
13 H -0.386 1.684 1.523
14 H 2.007 -1.632 1.164
15 H -1.159 2.305 0.046
16 H -1.350 0.115 -1.806
17 H 3.397 -0.747 -0.549
18 H -2.552 0.264 0.997
19 H 2.228 0.481 -1.011
20 H -3.492 -0.415 -1.231
21 H -0.177 -1.866 0.183

The molecule's natural (NBO) atomic charges, reported in e, are given here: number 1, O, carries -0.6290; number 2, O, carries -0.7372; number 3, N, carries -0.3573; number 4, C, carries -0.6131; number 5, C, carries -0.3932; number 6, C, carries -0.4213; number 7, C, carries -0.6655; number 8, C, carries 0.3977; number 9, H, carries 0.2111; number 10, H, carries 0.2291; number 11, H, carries 0.1925; number 12, H, carries 0.2137; number 13, H, carries 0.2076; number 14, H, carries 0.1984; number 15, H, carries 0.2260; number 16, H, carries 0.4947; number 17, H, carries 0.2043; number 18, H, carries 0.3341; number 19, H, carries 0.2057; number 20, H, carries 0.4788; number 21, H, carries 0.2231

no.,M (Da),total energy (hartree)
1,96.06,-397.48764
2,738.87,-2832.81013
3,119.16,-403.47175